# 1
C8H15Cl6N | wB97M-V/def2-TZVPD

Cartesian coordinates (Å):
Cl 0.224 -2.535 -0.007
C -0.795 -1.139 -0.527
C -2.191 -1.263 0.048
Cl -3.071 -2.588 -0.781
H -0.838 -1.181 -1.609
H -0.247 -0.269 -0.185
H -2.708 -0.328 -0.161
H -2.216 -1.421 1.121
Cl -2.027 0.086 -3.925
C -2.963 1.609 -3.954
C -3.520 1.922 -2.586
Cl -2.226 2.132 -1.345
H -3.763 1.535 -4.684
H -2.262 2.381 -4.260
H -4.195 1.159 -2.207
H -4.050 2.870 -2.529
Cl 1.329 2.010 0.465
C 2.936 2.388 1.139
C 3.015 3.829 1.541
Cl 4.606 4.249 2.242
H 3.666 2.083 0.391
H 3.094 1.704 1.972
H 2.244 4.076 2.270
H 2.861 4.501 0.700
C 1.798 -4.633 2.497
C 2.893 -4.652 3.471
N 3.748 -4.672 4.235
H 2.114 -5.197 1.619
H 1.672 -3.604 2.163
H 0.874 -5.049 2.882

Summary:
E_LUMO: 0.50 eV
highest occupied orbital energy: -10.74 eV
ΔE to the lowest compared entry with this formula, charge and spin: 0.000 eV

These are the Löwdin partial charges, in e, on atoms 1 to 4: 0.541 -0.655 -0.653 0.529

# 2
C8H15ClF6NO7P3 | wB97M-V/def2-TZVPD

Cartesian coordinates (Å):
N -0.481 1.897 -1.632
P -1.967 1.727 -2.052
O -2.134 0.760 -3.357
O -2.576 3.190 -2.539
P -3.194 0.998 -0.302
C -2.348 -0.708 -0.342
O -2.517 -1.384 -1.258
C -1.458 -1.317 0.825
F -2.300 -1.850 1.717
F -0.762 -2.313 0.308
C -0.424 -0.355 1.444
F -0.952 0.809 1.868
F 0.422 -0.057 0.474
C 0.435 -0.942 2.609
F 1.371 -1.719 2.104
F -0.286 -1.636 3.494
C 1.058 0.277 3.379
O 1.877 0.951 2.922
O 0.557 0.530 4.621
P -4.593 0.352 1.344
O -5.895 1.379 1.118
Cl -3.809 0.961 3.186
H -0.204 2.870 -1.724
H -3.074 0.582 -3.527
H -2.517 3.821 -1.808
H -2.672 2.121 0.428
H -4.378 1.230 -1.103
H -0.369 0.813 4.565
H -5.537 2.276 1.249
C 2.907 -1.715 -1.062
C 3.924 -1.128 -2.028
C 5.344 -1.505 -1.631
O 3.796 0.291 -2.059
H 3.068 -1.332 -0.050
H 1.895 -1.432 -1.352
H 2.971 -2.805 -1.034
H 3.720 -1.487 -3.039
H 5.583 -1.114 -0.638
H 6.064 -1.071 -2.327
H 5.479 -2.588 -1.620
H 3.973 0.623 -1.171

Summary:
E_LUMO: -0.93 eV
highest occupied orbital energy: -8.51 eV

These are the Löwdin partial charges, in e, on atoms 1 to 4: -0.190 0.375 -0.178 -0.216

# 3
C8H15ClI2N2OPSTl | wB97M-V/def2-TZVPD

Cartesian coordinates (Å):
I -0.141 -3.031 -0.690
I -0.141 2.430 -0.651
Tl 0.015 -0.300 -0.675
P 0.163 -0.298 -3.054
C -1.454 -0.315 -3.902
C 1.050 1.130 -3.760
H 2.004 -1.832 -3.194
H 1.286 -1.523 -4.809
H 0.482 -2.627 -3.646
C 1.072 -1.716 -3.753
H 1.993 1.247 -3.218
H 1.246 0.947 -4.821
H -1.325 -0.316 -4.989
H -2.025 0.569 -3.605
H 0.460 2.039 -3.633
H -2.004 -1.210 -3.600
C -1.834 -0.301 -0.615
O -2.988 -0.302 -0.578
Cl 2.423 -0.287 -0.753
C -0.131 -1.292 4.894
N -0.054 0.063 4.347
C -0.029 1.207 5.053
C 0.060 2.256 4.163
N 0.092 1.760 2.910
C 0.016 0.424 3.046
S 0.018 -0.680 1.840
H -1.044 -1.800 4.515
H 0.763 -1.873 4.584
H -0.171 -1.267 6.004
H -0.069 1.272 6.133
H 0.103 3.307 4.412
H 0.164 2.322 2.046

Summary:
E_LUMO (alpha / beta): -10.23 / -10.36 eV
highest occupied orbital energy (alpha / beta): -15.14 / -15.29 eV
charge: +2

These are the Löwdin partial charges, in e, on atoms 1 to 4: 0.651 0.590 -0.556 0.626

# 4
C8H15FOSi | wB97M-V/def2-TZVPD

Cartesian coordinates (Å):
C 1.526 2.482 1.132
Si 1.292 1.647 -0.490
C 2.526 -0.048 -0.891
C 2.460 -0.998 0.004
F 3.129 -2.172 -0.029
C -0.441 0.670 -0.248
C -0.724 -0.217 -1.333
C -2.002 -1.073 -1.033
C -1.887 -1.697 0.389
C -1.422 -0.643 1.547
O -0.359 0.112 1.036
H 0.919 1.897 1.852
H 2.597 2.375 1.412
H 1.200 3.584 0.904
H 1.155 2.660 -1.574
H 3.082 -0.104 -1.885
H 1.686 -0.917 0.787
H -1.237 1.417 -0.205
H 0.074 -1.015 -1.670
H -0.966 0.344 -2.292
H -1.916 -1.898 -1.662
H -2.879 -0.446 -1.204
H -3.032 -2.061 0.654
H -1.273 -2.581 0.575
H -2.345 -0.068 1.784
H -1.163 -1.249 2.440

Summary:
E_LUMO: 0.93 eV
highest occupied orbital energy: -9.21 eV
ΔE to the lowest compared entry with this formula, charge and spin: 0.000 eV

These are the Löwdin partial charges, in e, on atoms 1 to 4: -0.240 0.767 -0.125 -0.279

# 5
C8H15N | wB97M-V/def2-TZVPD

Cartesian coordinates (Å):
C 2.586 0.450 -0.080
C 1.420 -0.111 -0.323
C 0.101 0.198 -0.730
N -0.958 0.923 0.036
C -1.974 1.511 -0.835
C -0.473 1.898 1.007
C 0.334 -1.205 -0.065
C 0.148 -1.502 1.398
C 0.090 -2.380 -0.963
H 3.442 -0.140 0.231
H 2.741 1.515 -0.237
H -0.023 0.227 -1.810
H -2.341 0.771 -1.555
H -1.577 2.360 -1.405
H -2.836 1.856 -0.255
H 0.049 2.733 0.525
H -1.310 2.309 1.584
H 0.212 1.440 1.723
H 0.612 -2.461 1.656
H 0.613 -0.742 2.034
H -0.916 -1.564 1.646
H -0.904 -2.800 -0.778
H 0.132 -2.122 -2.026
H 0.831 -3.166 -0.780

Summary:
E_LUMO: 0.98 eV
highest occupied orbital energy: -7.92 eV
ΔE to the lowest compared entry with this formula, charge and spin: 2.903 eV

These are the Löwdin partial charges, in e, on atoms 1 to 4: 0.063 -0.203 -0.197 -0.215

# 6
C8H15N2 | wB97M-V/def2-TZVPD

Cartesian coordinates (Å):
C -2.404 -0.946 0.349
C 1.316 -0.013 0.947
C 1.196 -0.671 -0.452
C -0.927 0.938 -0.152
C 0.066 0.010 0.224
C 1.934 1.314 1.228
C 1.278 -2.166 -0.557
C -0.745 1.780 -1.473
N -1.409 -1.418 1.005
N -2.184 0.154 -0.366
H -3.348 -1.518 0.261
H 1.470 -0.758 1.697
H 1.508 -0.207 -1.348
H -1.058 1.579 0.821
H 1.245 1.940 1.793
H 2.217 1.880 0.337
H 2.719 1.249 1.944
H 0.481 -2.557 -1.328
H 0.874 -2.649 0.295
H 2.247 -2.295 -0.813
H -0.269 1.225 -2.226
H -0.168 2.603 -1.175
H -1.746 2.182 -1.757
H -1.384 -2.179 1.720
H -2.906 0.523 -0.972

Summary:
E_LUMO: -4.41 eV
highest occupied orbital energy: -13.86 eV
ΔE to the lowest compared entry with this formula, charge and spin: 3.090 eV
charge: +1

These are the Löwdin partial charges, in e, on atoms 1 to 4: -0.208 -0.191 -0.182 -0.265